Record 1
ORCA calculation (ωB97M-V/def2-TZVPD) on a structure of composition C18H12B3Br6O26V.

XYZ file:
```
66
Properties=species:S:1:pos:R:3:forces:R:3
O -0.79993 -1.45488 1.79325 1.64 -0.77 -0.79
V 0.28098 -1.85992 0.68271 -3.14 0.04 -1.26
O -0.16531 -3.31886 0.17646 0.86 1.42 0.88
O 4.68125 -2.55879 -2.28051 0.18 -0.28 0.36
C 3.90163 -1.68183 -2.50370 0.09 -0.27 -0.04
O 4.01278 -0.76532 -3.43039 -0.06 0.23 -0.02
B 2.78416 0.05454 -3.48246 0.87 0.61 -1.25
O 1.97126 -0.44547 -2.38635 -0.84 -0.48 1.05
C 2.54143 -1.46089 -1.79245 0.52 0.59 -1.16
O 2.09706 -2.12935 -0.89596 -0.65 -0.18 0.95
O 2.15906 -0.10376 -4.82326 0.01 -1.10 0.59
C 1.87217 1.07064 -5.29613 -1.17 2.23 -0.02
O 1.14825 1.38382 -6.20627 0.58 -0.85 -0.16
C 2.47598 2.15805 -4.34354 -0.44 -1.35 -0.83
O 3.05836 1.48567 -3.35929 0.18 0.15 0.72
O 2.37574 3.32361 -4.52467 0.42 0.71 0.35
O -0.51989 5.24142 -1.78524 0.22 -0.10 -0.05
C 0.05464 4.67156 -0.90840 -0.42 0.48 0.11
O 0.68379 3.50875 -0.97051 -0.15 -0.38 0.70
B 1.12920 3.15432 0.39465 1.30 1.42 -1.07
O 0.76681 4.25295 1.27775 -0.16 -0.60 0.12
C 0.13484 5.18394 0.56142 -0.48 -0.39 -0.67
O -0.34863 6.19288 0.95717 0.18 0.41 0.39
O 2.64218 3.04450 0.36697 -0.34 -0.19 0.16
C 3.00791 1.80357 0.49815 -0.21 -0.27 -0.06
O 4.10766 1.33882 0.45638 0.14 -0.28 0.09
C 1.69046 0.98341 0.74010 -0.15 0.59 0.15
O 0.69809 1.80801 0.76259 -0.50 -0.59 0.12
O 1.57463 -0.21850 0.91633 0.50 -0.38 -0.06
O -3.64243 4.60791 1.19114 -0.35 0.49 0.48
C -3.69787 3.56119 0.63942 0.97 -0.46 -0.28
O -2.63659 2.88342 0.18136 -0.36 -0.26 0.09
B -3.10722 1.74755 -0.61392 -0.02 0.74 -0.88
O -4.57207 1.75151 -0.50899 0.27 -0.55 -0.02
C -4.94806 2.75177 0.26063 -0.45 0.82 -0.09
O -6.06930 3.05945 0.55255 -0.02 -0.34 0.07
O -2.61377 1.91216 -2.00412 -0.19 -0.20 0.12
C -1.59440 1.09737 -2.23649 -0.46 0.87 0.09
O -0.79682 1.20826 -3.10934 0.21 -0.72 -0.13
C -1.60958 0.09962 -1.04932 0.45 0.29 0.64
O -2.51617 0.45453 -0.20751 0.16 -0.52 0.41
O -0.79481 -0.79602 -0.87400 0.90 -0.69 0.12
Br 3.95042 -4.40522 6.88519 0.04 -0.13 -0.24
C 2.47637 -4.03889 5.66130 -0.49 -0.12 -0.31
C 2.96150 -3.78241 4.25092 1.07 0.06 0.23
Br 1.56213 -2.94061 3.16149 0.15 -0.19 0.84
H 2.00184 -3.16396 6.09073 -0.23 -0.09 -0.10
H 1.83506 -4.91601 5.65324 -0.16 0.17 0.39
H 3.27123 -4.69982 3.75958 -0.19 -0.01 -0.09
H 3.84985 -3.15687 4.34416 -0.30 0.37 -0.58
Br -2.58150 -3.83490 -2.12574 0.15 -0.10 -0.18
C -0.96686 -3.42143 -3.15884 0.30 0.30 0.21
C 0.12901 -4.41014 -2.84024 0.09 -0.01 -0.10
Br 1.75610 -4.03055 -3.89827 -0.53 -0.06 0.09
H -0.68039 -2.42645 -2.82726 -0.02 0.05 -0.16
H -1.24805 -3.41762 -4.20580 -0.02 0.00 0.00
H -0.16780 -5.42400 -3.08936 0.10 -0.04 0.05
H 0.44602 -4.32173 -1.80678 -0.07 -0.09 0.01
Br -1.79056 1.45175 3.08955 -0.67 -0.25 0.10
C -3.07786 0.12259 3.74174 0.18 -0.72 0.40
C -4.44859 0.71372 4.00801 0.55 0.58 0.27
Br -5.71519 -0.52210 4.85347 0.31 -0.12 -0.19
H -2.62278 -0.22733 4.66590 -0.18 0.08 0.12
H -3.09565 -0.74911 3.09116 0.06 0.33 -0.43
H -4.94516 1.10538 3.12755 0.03 -0.04 -0.07
H -4.31659 1.49410 4.75210 -0.25 0.18 -0.16
```
Positions in Å, forces in eV/Å.

Properties
Charge: -2
DFT total energy: -19112.9335 Ha
F_max: 3.38 eV/A
Energy relative to the best compared isomer or geometry (same formula, charge and spin): 37.5 kJ/mol
E_HOMO: -0.1844 Ha
LUMO level: 0.082 Eh

---

Record 2
ORCA calculation (ωB97M-V/def2-TZVPD) on a cluster of 2 separate species, C4H13NO2 in total.

XYZ file:
```
20
Properties=species:S:1:pos:R:3:forces:R:3
C -1.97587 -1.26373 -0.58496 1.41 -1.78 -0.60
C -1.19849 -0.74677 0.59055 -3.07 -0.43 2.56
C -0.74296 0.65335 0.44674 2.45 0.99 -0.26
N -1.59160 1.56500 -0.33909 0.11 -0.68 0.42
C 0.62869 0.59721 -0.30502 -0.36 1.90 -0.91
O 1.77399 0.29063 0.44857 -0.21 -0.62 0.96
H -1.19745 -1.34137 -1.35180 -0.55 0.10 -0.64
H -2.78969 -0.63100 -0.93897 0.06 -0.28 0.23
H -2.23693 -2.33576 -0.39266 -0.40 1.02 -0.20
H -0.39799 -1.42227 0.91259 0.13 0.13 -0.39
H -1.89922 -0.78792 1.49370 0.70 0.06 -0.86
H -0.55018 1.04602 1.46679 0.14 -0.02 -0.41
H -1.21099 2.50562 -0.21627 -0.54 -0.31 -0.03
H -2.55004 1.50356 -0.00056 0.20 0.42 -0.07
H 0.79997 1.59511 -0.75972 0.10 -0.32 0.50
H 0.61182 -0.03794 -1.18247 -0.51 -0.52 -0.15
H 1.59036 -0.55627 0.89290 0.32 0.40 -0.16
O 4.59754 -0.14780 -0.33087 0.47 -0.94 0.70
H 3.77733 0.33563 -0.23462 -0.49 0.11 0.11
H 4.56172 -0.82132 0.38518 0.05 0.78 -0.81
```
Positions in Å, forces in eV/Å.

Properties
DFT total energy: -365.4081 Ha
F_max: 4.02 eV/A
Energy relative to the best compared isomer or geometry (same formula, charge and spin): 90.2 kJ/mol
E_HOMO: -0.3558 Ha
LUMO level: 0.025 Eh
SMILES string: CC[C@H](N)CO.O

---

The lowest DFT total energy belongs to which entry?
C18H12B3Br6O26V

---

Please write out number 2 again, unchanged.
ORCA calculation (ωB97M-V/def2-TZVPD) on a cluster of 2 separate species, C4H13NO2 in total.

XYZ file:
```
20
Properties=species:S:1:pos:R:3:forces:R:3
C -1.97587 -1.26373 -0.58496 1.41 -1.78 -0.60
C -1.19849 -0.74677 0.59055 -3.07 -0.43 2.56
C -0.74296 0.65335 0.44674 2.45 0.99 -0.26
N -1.59160 1.56500 -0.33909 0.11 -0.68 0.42
C 0.62869 0.59721 -0.30502 -0.36 1.90 -0.91
O 1.77399 0.29063 0.44857 -0.21 -0.62 0.96
H -1.19745 -1.34137 -1.35180 -0.55 0.10 -0.64
H -2.78969 -0.63100 -0.93897 0.06 -0.28 0.23
H -2.23693 -2.33576 -0.39266 -0.40 1.02 -0.20
H -0.39799 -1.42227 0.91259 0.13 0.13 -0.39
H -1.89922 -0.78792 1.49370 0.70 0.06 -0.86
H -0.55018 1.04602 1.46679 0.14 -0.02 -0.41
H -1.21099 2.50562 -0.21627 -0.54 -0.31 -0.03
H -2.55004 1.50356 -0.00056 0.20 0.42 -0.07
H 0.79997 1.59511 -0.75972 0.10 -0.32 0.50
H 0.61182 -0.03794 -1.18247 -0.51 -0.52 -0.15
H 1.59036 -0.55627 0.89290 0.32 0.40 -0.16
O 4.59754 -0.14780 -0.33087 0.47 -0.94 0.70
H 3.77733 0.33563 -0.23462 -0.49 0.11 0.11
H 4.56172 -0.82132 0.38518 0.05 0.78 -0.81
```
Positions in Å, forces in eV/Å.

Properties
DFT total energy: -365.4081 Ha
F_max: 4.02 eV/A
Energy relative to the best compared isomer or geometry (same formula, charge and spin): 90.2 kJ/mol
E_HOMO: -0.3558 Ha
LUMO level: 0.025 Eh
SMILES string: CC[C@H](N)CO.O

---

The lowest DFT total energy belongs to which entry?
C18H12B3Br6O26V

---

energy relative to the best compared isomer or geometry (same formula, charge and spin) of number 2 (C4H13NO2)?
90.2 kJ/mol